Entry 1:
Computed, not measured: a structure of composition C13H21BiClF9O3P2 in a non-equilibrium geometry, with the ωB97M-V functional and the def2-TZVPD basis.

Positions of all 50 atoms, in Å:
C 0.4037 0.0137 -3.9924
C 1.1962 0.2683 -2.8207
H 1.1167 -0.1726 -4.8108
H -0.1979 0.8991 -4.2334
H -0.3059 -0.8226 -3.9070
O 2.3574 0.6279 -2.7675
Cl -2.0283 0.1633 -1.9325
Bi 0.0705 0.0404 -0.8759
P -0.0174 2.4928 -0.7038
C 1.4910 3.2481 -0.1167
C -0.4081 3.2301 -2.2857
H -0.5793 4.3051 -2.1153
H -1.5503 3.9685 0.3119
H -1.3158 2.7767 -2.6996
H -2.2238 2.3009 0.2049
H 2.3359 2.9944 -0.7667
H 0.4210 3.1029 -2.9932
C -1.3294 2.8951 0.4247
H 1.3438 4.3405 -0.1180
H -1.0195 2.6799 1.4509
H 1.7118 2.9173 0.9060
P 0.1142 -2.4086 -0.9189
C 1.6365 -3.0703 -0.2441
C -1.2121 -2.9812 0.1209
H -1.0315 -2.8075 -2.9999
H -0.1083 -4.2254 -2.4164
H 0.7416 -2.8564 -3.2004
C -0.0892 -3.1293 -2.5382
H -2.1091 -2.3556 0.0149
H -1.4411 -4.0193 -0.1702
H 1.5752 -4.1697 -0.2934
H 1.7448 -2.7524 0.8015
H -0.8881 -2.9435 1.1653
H 2.5098 -2.7338 -0.8163
C 1.9470 0.0324 0.0081
O 2.9965 0.0432 0.5518
F -2.1213 1.7537 3.0481
C -1.9139 0.4421 3.3183
F -1.8949 0.3335 4.6725
F -2.9685 -0.2355 2.8468
C -0.5816 -0.1162 2.6181
O -0.7437 -0.1468 1.3055
C 0.6567 0.7115 3.1814
F 0.6927 0.8139 4.5221
F 1.8199 0.1496 2.7864
F 0.6483 1.9947 2.7019
C -0.4122 -1.5543 3.3021
F -0.1716 -1.5242 4.6272
F -1.5195 -2.3095 3.1164
F 0.6509 -2.2049 2.7296

Charge = +2
Frontier orbital gap = 0.2500 Ha

Entry 2:
Computed, not measured: a cluster of 4 separate species, H10NO3 in total in a non-equilibrium geometry, with the ωB97M-V functional and the def2-TZVPD basis.

Positions of all 14 atoms, in Å:
N 0.1760 -0.7936 -2.4564
H -0.2958 0.1040 -2.3107
H 1.1543 -0.7135 -2.7435
H -0.3430 -1.4636 -3.0335
H 0.2202 -1.2057 -1.5086
H -2.1160 0.8345 0.0451
H -1.3923 1.9082 -0.7718
O -1.5194 0.9517 -0.7120
H -1.0407 2.2305 3.4553
H 0.2528 2.1542 4.4542
O -0.0823 1.9355 3.5222
H 1.5502 -1.6180 0.5175
H 1.8764 -2.9032 -0.1398
O 1.4220 -2.0688 -0.3291

Charge = +2
⟨S²⟩ = 0.7530
Relative energy (zero: lowest compared OMol25 entry of this formula, charge and spin) = 0.40 kcal per mole
Frontier orbital gap (spin up / spin down) = 0.3756 / 0.1109 Ha
Multiplicity = 2

Entry 3:
Computed, not measured: the ion C24H48N4P with charge +1 in a non-equilibrium geometry, with the ωB97M-V functional and the def2-TZVPD basis.

Positions of all 77 atoms, in Å:
C -6.8393 1.2832 -1.1373
C -5.9177 1.4241 -0.1101
C -4.6788 0.4162 -0.0644
N -3.7388 0.7817 -1.1490
C -3.9041 0.1529 -2.4127
C -4.9065 -0.9284 -2.8899
C -4.1922 -2.3634 -2.8833
C -3.2208 -2.5768 -4.1112
N -2.8684 -3.9870 -4.3572
C -2.8392 0.7724 -3.1865
N -2.6287 0.4385 -4.5821
N -2.0934 1.6906 -2.4053
P -0.6641 2.6481 -2.9339
C 0.6567 2.5924 -1.5845
C 0.1575 1.7157 -4.3658
C -0.2802 2.2567 -5.7874
C -2.7008 1.6464 -1.1577
C -2.2614 2.4452 0.1136
C -1.3926 1.4185 0.9826
C -0.5209 2.1223 2.0806
C -0.2780 1.1566 3.3212
C 0.7881 0.0240 3.0359
C 2.1663 0.2446 3.7955
C 3.0184 -1.0774 3.8996
C 4.4889 -0.7172 4.3936
C 5.3948 -1.9915 4.6250
C 6.6472 -2.0815 3.6609
C 8.0419 -1.9012 4.3696
C 9.1547 -2.3651 3.3107
H -6.4919 1.3028 -2.2080
H -7.9263 1.0901 -0.9743
H -6.0717 2.2266 0.6482
H -4.2376 0.4856 0.9612
H -5.1335 -0.5907 -0.2456
H -5.8029 -1.0444 -2.2330
H -5.1951 -0.7186 -3.9501
H -4.9457 -3.2002 -2.8109
H -3.5476 -2.4771 -1.9625
H -3.7042 -2.1209 -5.0236
H -2.2751 -1.9958 -3.9271
H -3.3436 -4.6138 -3.7104
H -3.0458 -4.2605 -5.3225
H -2.6737 1.3330 -5.0948
H -3.4920 -0.0402 -4.8612
H 1.5940 3.0605 -1.9704
H 0.3387 3.0733 -0.6315
H 0.8802 1.5020 -1.4073
H -0.0640 0.6169 -4.2828
H 1.2739 1.8051 -4.2507
H -1.0513 3.0713 -5.7208
H -0.7252 1.3817 -6.3408
H 0.6060 2.5723 -6.3912
H -3.1563 2.8076 0.6944
H -1.6843 3.3622 -0.1632
H -2.0927 0.6371 1.3699
H -0.7031 0.8942 0.2635
H -0.9663 3.0728 2.4774
H 0.5076 2.3815 1.6946
H -1.2309 0.6489 3.6361
H 0.1083 1.7778 4.1688
H 0.3679 -0.9271 3.4820
H 0.9329 -0.2042 1.9447
H 2.7692 0.9774 3.2004
H 1.9844 0.5780 4.8555
H 2.6228 -1.7929 4.6769
H 3.1309 -1.6212 2.9265
H 4.9692 -0.1042 3.5873
H 4.4833 -0.1093 5.3347
H 5.7480 -2.0743 5.6932
H 4.7839 -2.9230 4.4507
H 6.6700 -3.0940 3.1647
H 6.5707 -1.2901 2.8702
H 8.2617 -0.8095 4.5465
H 8.1632 -2.5006 5.3045
H 9.4723 -3.4263 3.4531
H 8.6875 -2.2774 2.2901
H 10.0458 -1.6833 3.3172

Charge = +1
Relative energy (zero: lowest compared OMol25 entry of this formula, charge and spin) = 0.00 kcal per mole
Frontier orbital gap = 0.3177 Ha
Structure (SMILES) = C=CCn1c(CCCN)c(N)[n+](P(C)CC)c1CCCCCCCCCCCC

Entry 4:
Computed, not measured: a structure of composition C8H21NO2P2Tl in a non-equilibrium geometry, with the ωB97M-V functional and the def2-TZVPD basis.

Positions of all 35 atoms, in Å:
Tl 0.2462 0.0232 -0.2770
H -0.4461 0.1238 1.7536
H -1.2413 -0.8641 1.0099
P 1.6957 1.5236 1.1623
P -0.9370 -1.8601 -1.4937
C -2.1071 -1.2008 -2.6440
H -2.4038 -2.0481 -3.2651
H -2.9922 -0.8012 -2.1384
H -1.6818 -0.4168 -3.2792
C 0.4349 -2.5195 -2.4186
H 1.1952 -2.9453 -1.7533
H 0.0046 -3.3070 -3.0371
H 0.9091 -1.7643 -3.0521
C -1.6730 -3.1517 -0.5644
H -2.5537 -2.7953 -0.0260
H -1.9617 -3.9024 -1.2962
H -0.9665 -3.5796 0.1520
C 3.2612 1.2765 0.3407
H 3.9652 1.9176 0.8719
H 3.5884 0.2318 0.4097
H 3.2236 1.5593 -0.7158
C 1.2517 3.2240 0.9860
H 0.3112 3.4494 1.4988
H 2.0592 3.7824 1.4632
H 1.1649 3.5347 -0.0602
C 1.8832 1.1241 2.8606
H 2.1653 0.0763 2.9948
H 2.6756 1.7743 3.2230
H 0.9584 1.3167 3.4080
C -1.1707 1.4180 -0.6524
O -1.9517 2.2179 -0.8957
H 1.2784 0.3075 -1.6881
O -3.7108 0.8348 2.5920
C -2.7141 0.5420 1.9785
N -1.8063 0.4625 1.1825

Charge = +1
Frontier orbital gap (spin up / spin down) = 0.2232 / 0.2248 Ha

Entry 5:
Computed, not measured: a structure of composition C3H3InO2 in a non-equilibrium geometry, with the ωB97M-V functional and the def2-TZVPD basis.

Positions of all 9 atoms, in Å:
C -1.4110 -0.2070 0.1547
C -2.0286 0.8257 -0.4447
H -3.0885 0.7992 -0.7306
H -2.0425 -1.1002 0.2818
H -1.5107 1.7624 -0.6835
O 2.2369 -0.4066 0.6509
C 3.2307 -0.6638 0.0881
O 4.2476 -0.9365 -0.3631
In 0.3661 -0.0731 1.0464

Charge = +2
Relative energy (zero: lowest compared OMol25 entry of this formula, charge and spin) = 0.00 kcal per mole
Frontier orbital gap = 0.2931 Ha

Entry 6:
Computed, not measured: an isolated molecule of C10H13N5O2S in a non-equilibrium geometry, with the ωB97M-V functional and the def2-TZVPD basis.

Positions of all 31 atoms, in Å:
C -0.1606 -2.5496 2.5180
C 0.1707 -1.4834 1.6248
C 1.1749 -0.5984 2.1177
C 1.4818 0.6577 1.2733
C 0.8506 0.8689 -0.1260
C -0.1275 0.0895 -0.4337
C -0.4966 -0.9446 0.3721
N -1.2227 -2.0879 -0.1193
C -1.1076 -3.3657 -0.4001
N -2.4198 -3.8265 -0.7895
N -3.0933 -2.7514 -0.5057
N -2.4395 -1.7023 -0.2688
H -0.3290 -3.9515 -0.5231
C -0.7534 0.1230 -1.6148
H -0.7103 -0.8667 -2.3005
H -0.2888 0.9638 -2.3114
H -1.9253 0.5041 -1.6810
S 1.0444 2.5135 -0.8700
O 1.4708 1.9312 -2.1529
O 1.9273 3.4087 -0.0803
N -0.2979 3.1678 -0.9357
H -1.1339 2.8358 -1.1849
H -0.6241 3.5710 0.1311
C 2.4800 1.7617 1.9811
H 3.2294 1.0822 2.7751
H 3.3075 1.7147 1.1367
H 2.0260 2.6512 1.9021
H 1.7787 -0.6805 3.1083
H 0.4401 -3.2865 2.1639
H 0.0960 -2.3395 3.5147
H -1.0493 -2.8532 2.4804

Relative energy (zero: lowest compared OMol25 entry of this formula, charge and spin) = 231.94 kcal per mole
Frontier orbital gap = 0.3252 Ha
Structure (SMILES) = Cc1cc(C)c(S(N)(=O)=O)c(C)c1-n1cnnn1